Molecular formula: C29H36N8Pb
Method: DFT, ωB97M-V/def2-TZVPD

Atoms and positions in Å:
Pb 0.2132 -1.3753 0.1096
N 1.2123 -2.5976 3.0343
N 1.4886 0.6322 1.7936
C -2.1371 0.5753 -1.4032
C -2.4366 0.8722 -0.0443
C -2.8961 -0.3194 0.5734
C -3.3131 -0.4893 1.9810
H -3.4148 0.4820 2.4758
H -2.5965 -1.0997 2.5534
H -4.2819 -1.0070 2.0289
C -2.8891 -1.3513 -0.3983
C -3.3149 -2.7482 -0.1618
H -4.4134 -2.8289 -0.0716
H -2.8864 -3.1426 0.7752
H -2.9942 -3.4149 -0.9733
C -2.4158 -0.8021 -1.6233
C -2.2670 -1.5425 -2.8975
H -1.8216 -2.5383 -2.7498
H -1.6479 -0.9832 -3.6103
H -3.2525 -1.6951 -3.3666
C -2.2749 2.1760 0.6304
H -3.0702 2.3329 1.3720
H -2.3139 3.0018 -0.0895
H -1.3157 2.2384 1.1672
C -1.6160 1.5058 -2.4275
H -0.5686 1.2817 -2.6851
H -1.6514 2.5443 -2.0800
H -2.2039 1.4416 -3.3564
C 1.8002 -3.7285 3.4791
H 1.2212 -4.6473 3.4261
C 3.0990 -3.6451 3.9471
H 3.5681 -4.5628 4.2868
C 3.7578 -2.4093 3.9614
H 4.7954 -2.3457 4.2904
C 3.1050 -1.2524 3.5740
H 3.5817 -0.2723 3.5942
C 1.7602 -1.3314 3.1644
C 0.9392 -0.3363 2.6542
H -0.1473 -0.3214 2.7678
C 1.2373 0.6537 0.4357
C 2.2996 1.6985 2.1779
H 2.6212 1.8233 3.1956
C 2.5037 2.4317 1.0845
H 3.0414 3.3490 0.9559
N 1.8336 1.8195 0.0260
C 1.7054 2.4394 -1.2619
C 1.1179 3.7133 -1.3393
C 0.9495 4.2946 -2.6022
H 0.4523 5.2656 -2.6683
C 1.4137 3.6743 -3.7643
C 1.2641 4.3311 -5.1098
H 0.5878 3.7607 -5.7623
H 2.2284 4.4023 -5.6319
H 0.8588 5.3439 -5.0060
C 2.0293 2.4245 -3.6510
H 2.4093 1.9288 -4.5471
C 2.1972 1.7993 -2.4089
C 2.9379 0.5061 -2.3117
H 3.7879 0.5665 -1.6187
H 3.3415 0.2692 -3.3037
H 2.2985 -0.3352 -2.0034
C 0.6312 4.4466 -0.1322
H 1.4544 4.7813 0.5103
H -0.0708 3.8637 0.4774
H 0.0969 5.3418 -0.4702
N -2.3574 -5.1492 2.8201
N -1.8592 -3.8528 2.5803
N -1.2144 -5.1235 0.1292
C -0.2617 -4.9772 -0.5218
N -0.0669 -2.6278 2.5714
N -0.6417 -3.7542 2.9135
H -2.9273 -5.4297 2.0170
H -2.9425 -5.0866 3.6527
H 0.6423 -4.8891 -1.1347

Summary:
* total charge: -2
* LUMO level (spin up / spin down): 4.08 / 4.09 eV
* frontier orbital gap (spin up / spin down): 2.229 / 3.123 eV
* total energy: -1757.23907 Eh

Molecular formula: C29H37AuN3O
Method: DFT, ωB97M-V/def2-TZVPD

Atoms and positions in Å:
Au 0.0000 0.0000 0.0000
N -1.2250 -1.9552 2.1817
N -0.3250 -2.1453 -1.2832
C 1.1440 1.6565 -0.4986
C 2.0076 0.5307 -0.1852
C 1.7444 0.1363 1.1741
C 2.4382 -0.9521 1.9430
H 2.9991 -1.6232 1.2719
H 1.7151 -1.5644 2.5100
H 3.1632 -0.5112 2.6531
C 0.7095 0.9769 1.7013
C 0.1590 0.9145 3.0976
H 0.7332 1.5681 3.7833
H 0.2047 -0.1152 3.4880
H -0.8944 1.2385 3.1280
C 0.3543 1.9360 0.6663
C -0.6186 3.0707 0.8215
H -1.4389 2.8118 1.5103
H -1.0679 3.3475 -0.1465
H -0.1083 3.9664 1.2248
C 3.0465 -0.0612 -1.0946
H 4.0438 -0.0734 -0.6136
H 3.1344 0.5234 -2.0244
H 2.7994 -1.1000 -1.3723
C 1.1666 2.4624 -1.7655
H 0.1482 2.6652 -2.1336
H 1.7072 1.9407 -2.5708
H 1.6657 3.4378 -1.6013
C -2.1322 -2.4213 3.0504
H -2.3477 -1.7737 3.9123
C -2.7857 -3.6540 2.9149
H -3.5150 -3.9852 3.6607
C -2.4700 -4.4393 1.7954
H -2.9533 -5.4102 1.6404
C -1.5350 -3.9656 0.8742
H -1.2836 -4.5459 -0.0190
C -0.9257 -2.7069 1.0930
C 0.0188 -2.0916 0.1417
H 1.0480 -2.4422 0.3074
C -0.2793 -0.8613 -1.7061
C -0.5555 -3.0427 -2.3207
H -0.6403 -4.1190 -2.1820
C -0.6551 -2.2709 -3.4499
H -0.8507 -2.5377 -4.4864
N -0.4746 -0.9272 -3.0627
C -0.4270 0.1887 -3.9645
C 0.7929 0.4914 -4.6082
C 0.8319 1.6134 -5.4533
H 1.7774 1.8680 -5.9469
C -0.2963 2.4230 -5.6661
C -0.2365 3.6134 -6.5963
H -0.2788 4.5633 -6.0362
H -1.0933 3.6079 -7.2967
H 0.6863 3.6067 -7.2000
C -1.4906 2.0852 -5.0065
H -2.3819 2.7062 -5.1570
C -1.5846 0.9745 -4.1519
C -2.8725 0.6656 -3.4309
H -3.2914 -0.3060 -3.7406
H -3.6214 1.4529 -3.6139
H -2.6981 0.5955 -2.3432
C 2.0337 -0.3430 -4.3843
H 2.1727 -1.0877 -5.1897
H 1.9773 -0.9027 -3.4365
H 2.9310 0.2965 -4.3651
C -2.7073 0.1504 0.8390
O -1.8860 0.4453 -0.2541
H -3.1088 -0.8769 0.7279
H -2.1755 0.2797 1.7820
H -3.5874 0.8318 0.8597
H -1.9808 1.4050 -0.4536

Summary:
* ΔE to the lowest compared entry with this formula, charge and spin: 5.771 eV
* total charge: -1
* multiplicity: 3
* expectation value of S²: 2.0206
* LUMO level (spin up / spin down): 2.43 / 2.42 eV
* frontier orbital gap (spin up / spin down): 2.078 / 3.799 eV
* total energy: -1502.03759 Eh

Molecular formula: C29H37B2F4GeMnN4O4Se2
Method: DFT, ωB97M-V/def2-TZVPD

Atoms and positions in Å:
Mn -0.8894 0.4828 -0.3569
C -2.0387 -1.5500 -3.8609
C -1.9252 -0.6003 -2.7259
N -0.8137 -0.2233 -2.1990
O 0.3646 -0.8417 -2.5573
B 0.7717 -1.6634 -1.4002
F 2.2129 -1.8716 -1.5858
F 0.1313 -2.8485 -1.3565
O 0.5492 -1.0336 -0.0548
N 1.3449 0.1092 0.1756
C 1.1110 0.6854 1.3077
C 2.0440 1.8012 1.6641
C -0.0529 0.4616 2.2406
N -1.1585 0.4317 1.5898
O -2.3430 0.5073 2.2262
B -3.6103 0.1017 1.3964
F -3.5495 -1.2399 1.2049
F -4.6187 0.6156 2.1599
O -3.7468 0.7954 0.0544
N -2.8044 0.4050 -0.8375
C -3.1293 -0.0894 -1.9772
C -4.5183 -0.2880 -2.4605
C 0.0999 0.4560 3.7179
H -1.2329 -2.2795 -3.8102
H -1.9403 -1.0042 -4.8029
H -2.9997 -2.0559 -3.8637
H 2.6853 2.0299 0.8175
H 2.6733 1.4853 2.4998
H 1.5006 2.6946 1.9764
H -5.2250 0.1816 -1.7825
H -4.7441 -1.3549 -2.5097
H -4.6356 0.1207 -3.4650
H 0.6559 1.3307 4.0559
H 0.6692 -0.4260 4.0192
H -0.8731 0.4200 4.2006
C -3.8086 3.5767 4.1558
Se -2.4731 3.1656 2.8290
C -3.5180 3.5603 1.2414
C -2.7460 4.0037 0.0050
Se -0.9119 3.3224 -0.2114
C -0.7564 3.7619 -2.0971
H -4.6380 2.8808 4.0294
H -4.1388 4.6003 3.9901
H -3.3515 3.4618 5.1339
H -4.2610 4.2973 1.5432
H -4.0265 2.6179 1.0453
H -2.6652 5.0886 -0.0419
H -3.3099 3.6555 -0.8605
H -1.5631 3.2856 -2.6484
H 0.2045 3.3735 -2.4273
H -0.7823 4.8413 -2.2199
C 3.5560 -2.0136 -4.1282
Ge 3.6737 -0.8951 -2.5617
C 3.1757 0.9432 -2.8324
C 2.5220 1.3352 -4.0001
C 2.3881 2.6817 -4.3053
C 2.9062 3.6417 -3.4443
C 3.5503 3.2602 -2.2742
C 3.6910 1.9132 -1.9740
C 5.0081 -1.1662 -1.2059
C 4.7084 -1.6880 0.0274
C 5.7177 -1.8677 0.9956
C 7.0079 -1.5245 0.7117
C 7.3586 -0.9829 -0.5491
C 8.6943 -0.6304 -0.8592
C 9.0149 -0.1119 -2.0809
C 8.0115 0.0816 -3.0521
C 6.7150 -0.2511 -2.7781
C 6.3484 -0.7961 -1.5236
H 4.2059 -1.6311 -4.9143
H 2.5304 -2.0203 -4.4965
H 3.8610 -3.0292 -3.8845
H 2.1302 0.5909 -4.6827
H 1.9028 2.9828 -5.2245
H 2.8250 4.6907 -3.6966
H 3.9725 4.0097 -1.6182
H 4.2448 1.6102 -1.0924
H 3.6961 -1.9863 0.2702
H 5.4630 -2.2924 1.9565
H 7.7883 -1.6697 1.4477
H 9.4586 -0.7838 -0.1084
H 10.0379 0.1506 -2.3110
H 8.2729 0.4927 -4.0174
H 5.9656 -0.0838 -3.5487

Summary:
* ΔE to the lowest compared entry with this formula, charge and spin: 0.083 eV
* total charge: +2
* multiplicity: 5
* expectation value of S²: 6.0272
* LUMO level (spin up / spin down): -5.70 / -8.46 eV
* frontier orbital gap (spin up / spin down): 6.734 / 3.978 eV
* total energy: -10126.84198 Eh

Molecular formula: C29H37N3O4S
Method: DFT, ωB97M-V/def2-TZVPD

Atoms and positions in Å:
C -1.1261 -4.5997 -1.7179
C -0.9553 -3.2361 -1.1197
C -2.0489 -2.4577 -0.7707
C -1.8651 -1.2088 -0.2100
C -0.5857 -0.7232 0.0154
N -0.4295 0.5426 0.6488
C -0.2945 1.7111 -0.0159
O -0.1268 2.7788 0.5742
C -0.3536 1.6916 -1.4789
C -0.3075 2.7767 -2.3220
C -0.4155 2.2630 -3.6288
C -0.5119 0.9032 -3.4983
C -0.6602 -0.1881 -4.5035
N -1.8596 -0.9635 -4.2382
C -1.9374 -2.1624 -5.0505
C -3.1619 -2.9689 -4.6175
O -4.3461 -2.2194 -4.7500
C -4.2676 -1.0408 -3.9839
C -3.0739 -0.1843 -4.4024
O -0.4727 0.5573 -2.2039
C -0.4776 0.5839 2.1198
C 0.9668 0.5620 2.6884
O 1.4567 -0.4017 3.2413
N 1.5996 1.7227 2.4819
C 2.9587 1.9682 2.9060
C 3.0314 3.2153 3.7856
C 4.4644 3.6210 4.1443
C 5.1379 2.5804 5.0356
C 4.4556 4.9796 4.8432
C -1.3112 -0.5148 2.6766
C -1.0098 -1.8331 2.8251
C -2.0717 -2.5804 3.3804
C -3.1673 -1.8243 3.6392
S -2.9268 -0.1777 3.2133
C 0.5316 -1.4801 -0.3394
C 1.9201 -0.9719 -0.1034
C 0.3190 -2.7267 -0.9068
H -0.8254 -4.5938 -2.7657
H -0.5021 -5.3241 -1.1973
H -2.1613 -4.9262 -1.6591
H -3.0506 -2.8318 -0.9247
H -2.7157 -0.6008 0.0614
H -0.2149 3.8000 -2.0225
H -0.4194 2.8216 -4.5424
H 0.1924 -0.8700 -4.4189
H -0.6566 0.2568 -5.5147
H -1.0349 -2.7567 -4.8926
H -2.0208 -1.9204 -6.1257
H -3.2857 -3.8528 -5.2458
H -3.0298 -3.2723 -3.5697
H -5.2046 -0.5057 -4.1460
H -4.1643 -1.2930 -2.9183
H -3.0188 0.7011 -3.7666
H -3.2053 0.1395 -5.4513
H -0.9209 1.5539 2.3816
H 1.1179 2.4548 1.9654
H 3.2833 1.0797 3.4505
H 3.5981 2.0994 2.0244
H 2.5545 4.0391 3.2480
H 2.4625 3.0405 4.7010
H 5.0404 3.7124 3.2161
H 6.1327 2.9160 5.3202
H 5.2363 1.6278 4.5228
H 4.5565 2.4262 5.9418
H 3.8854 4.9245 5.7680
H 4.0055 5.7384 4.2072
H 5.4691 5.2920 5.0838
H -0.0562 -2.2514 2.5647
H -2.0166 -3.6359 3.5774
H -4.1067 -2.1259 4.0580
H 2.0014 0.0818 -0.3660
H 2.1808 -1.0746 0.9497
H 2.6400 -1.5374 -0.6897
H 1.1756 -3.3264 -1.1827

Summary:
* ΔE to the lowest compared entry with this formula, charge and spin: 0.000 eV
* SMILES string: Cc1ccc(N(C(=O)c2ccc(CN3CCOCC3)o2)[C@H](C(=O)NCCC(C)C)c2cccs2)c(C)c1
* total charge: 0
* LUMO level: 0.62 eV
* frontier orbital gap: 9.172 eV
* total energy: -1990.69646 Eh

Molecular formula: C29H37N7O4P2PdS
Method: DFT, ωB97M-V/def2-TZVPD

Atoms and positions in Å:
Pd -0.1532 -0.1564 -0.9317
C 2.7487 0.2071 -3.1082
P 2.0912 -0.4688 -1.5431
C 3.3790 -0.0213 -0.3477
C 4.1594 -0.9671 0.3055
C 5.1692 -0.5458 1.1525
C 5.3849 0.8066 1.3623
C 4.5788 1.7504 0.7424
C 3.5738 1.3387 -0.1099
C 2.0988 -2.2774 -1.7050
C 1.2391 -2.9933 -0.8635
C 1.1837 -4.3739 -0.9353
C 1.9611 -5.0450 -1.8708
C 2.7976 -4.3384 -2.7200
C 2.8752 -2.9595 -2.6359
H 3.8049 -0.0380 -3.2229
H 2.6384 1.2906 -3.1018
H 2.1782 -0.1976 -3.9413
H 3.9752 -2.0188 0.1385
H 5.7943 -1.2787 1.6374
H 6.1874 1.1234 2.0071
H 4.7478 2.8005 0.9210
H 2.9317 2.0613 -0.5987
H 0.6129 -2.4503 -0.1387
H 0.5314 -4.9335 -0.2777
H 1.9028 -6.1187 -1.9410
H 3.3896 -4.8587 -3.4555
H 3.5369 -2.4161 -3.2904
N -4.3360 -2.8453 0.8577
C -3.6084 -1.8331 1.6142
P -3.5514 -0.3709 0.4612
O -4.9380 -0.2452 -0.1237
O -2.4002 -0.4885 -0.4817
C -3.5369 1.2148 1.5181
N -4.8820 1.7671 1.2844
H -5.1750 -2.4319 0.4517
H -4.5872 -3.6462 1.4316
H -3.5230 -3.3329 -0.3020
H -2.6026 -2.2007 1.8290
H -4.1050 -1.5724 2.5569
H -2.7562 1.8917 1.1706
H -3.3801 1.0011 2.5737
H -5.2672 0.9359 0.5746
H -4.8896 2.6467 0.7666
H -5.4564 1.8666 2.1228
N -1.1540 6.8370 -2.5979
C -1.5121 6.1492 -1.5008
O -2.2095 6.5667 -0.6079
C -1.0232 4.7183 -1.4642
C -0.3569 4.2437 -0.3365
C -0.0199 2.9025 -0.2870
N -0.3324 2.0643 -1.2709
C -0.9665 2.5002 -2.3523
C -1.3201 3.8329 -2.4962
H -1.4459 7.7993 -2.6822
H -0.4905 6.4954 -3.2722
H -0.1029 4.9090 0.4749
H 0.5224 2.4809 0.5526
H -1.1846 1.7679 -3.1241
H -1.8193 4.1715 -3.3917
O 0.0086 -0.0549 1.4327
S 1.0430 -0.5582 2.4076
C 1.3582 0.8618 3.5347
C 0.2689 0.8161 4.5867
C 0.1750 -0.6491 4.9958
C 0.0320 -1.4292 3.6978
H 1.3776 1.7700 2.9395
H 2.3376 0.6895 3.9750
H -0.6788 1.1475 4.1562
H 0.5061 1.4587 5.4318
H -0.6739 -0.8253 5.6574
H 1.0818 -0.9499 5.5238
H -0.9908 -1.4026 3.3204
H 0.3699 -2.4598 3.7764
N -0.7057 -0.6180 -3.0341
C -1.0153 -1.7401 -3.0769
C -1.3890 -3.0732 -3.0854
C -2.2214 -3.3871 -2.0632
N -2.7995 -3.5843 -1.0701
C -0.7739 -3.9983 -3.9526
N -0.2171 -4.7301 -4.6339

Summary:
* ΔE to the lowest compared entry with this formula, charge and spin: 1.695 eV
* total charge: +2
* LUMO level (spin up / spin down): -6.63 / -6.55 eV
* frontier orbital gap (spin up / spin down): 6.721 / 6.990 eV
* total energy: -3019.84219 Eh

Molecular formula: C29H38AlBr2Cl2O8
Method: DFT, ωB97M-V/def2-TZVPD

Atoms and positions in Å:
C 2.7919 6.0058 1.3665
C 2.7653 5.2876 0.0426
C 1.9057 5.9290 -1.0153
C 3.4509 4.1394 -0.1410
C 3.0726 3.1361 -1.1978
C 2.9089 1.7148 -0.6189
C 1.7204 0.9762 -1.2542
C 2.0393 -0.5151 -1.5189
C 0.3799 1.1599 -0.4765
C 0.3000 2.3705 0.4653
Al -1.4822 2.6837 1.3477
C -1.1877 4.1893 2.6738
C -2.1035 1.0687 2.4564
Br -1.5554 1.0586 4.3112
C -2.8512 0.0618 2.0072
C -3.3189 -0.0156 0.5797
Br -3.4707 -1.4095 3.1148
C -2.9284 3.3416 0.0172
Cl -2.8619 5.1672 0.0633
C -2.7446 2.9091 -1.4465
C -4.0347 3.1403 -2.2821
Cl -1.4130 3.7768 -2.2847
H 3.2920 5.3863 2.1044
H 1.7591 6.1537 1.6818
H 3.2574 6.9935 1.3233
H 2.1965 5.6313 -2.0181
H 2.0072 7.0103 -0.9474
H 0.8571 5.6588 -0.8629
H 4.3104 3.9803 0.5027
H 2.1229 3.4460 -1.6213
H 3.8183 3.1133 -1.9979
H 3.8094 1.1632 -0.8979
H 2.8863 1.7214 0.4670
H 1.5795 1.4286 -2.2361
H 1.9766 -0.7245 -2.5827
H 3.0358 -0.8036 -1.1992
H 1.3070 -1.1592 -1.0320
H 0.1521 0.2406 0.0658
H -0.3787 1.2911 -1.2526
H 0.6385 3.2798 -0.0296
H 0.9846 2.2040 1.3026
H -0.6798 3.7905 3.5506
H -2.1432 4.6232 2.9742
H -0.5896 4.9775 2.2165
H -4.2941 0.4425 0.4351
H -3.4019 -1.0655 0.3007
H -2.5477 0.4090 -0.0562
H -3.9314 3.1091 0.3620
H -2.5232 1.8505 -1.5216
H -4.2868 2.2613 -2.8709
H -3.9506 4.0258 -2.9020
H -4.8639 3.3182 -1.6011
C 4.2380 -2.4851 -5.4473
C 4.6013 -3.2729 -6.4664
C 4.8106 -4.7517 -6.2943
O 5.1237 -5.3988 -7.2777
C 4.6334 -5.3254 -4.9727
C 4.2722 -4.5381 -3.9499
C 4.0391 -3.0623 -4.1265
O 3.6980 -2.4235 -3.1521
O 4.0923 -4.9896 -2.7170
O 4.8030 -2.8182 -7.6996
H 4.0829 -1.4214 -5.5604
H 4.8015 -6.3866 -4.8574
H 3.8316 -4.2150 -2.1808
H 5.0515 -3.5962 -8.2328
C -3.0656 -6.5982 4.7750
C -3.5199 -5.3954 4.3806
C -4.7784 -4.8026 4.9665
O -5.1376 -3.7100 4.5871
C -5.5083 -5.5815 5.9609
C -5.0466 -6.7764 6.3424
C -3.7825 -7.3559 5.7778
O -3.4257 -8.4459 6.1951
O -5.6606 -7.5420 7.2428
O -2.8890 -4.6808 3.4670
H -2.1657 -7.0350 4.3664
H -6.4165 -5.1551 6.3625
H -5.1079 -8.3417 7.3267
H -3.3577 -3.8286 3.3169

Summary:
* ΔE to the lowest compared entry with this formula, charge and spin: 0.394 eV
* total charge: -1
* LUMO level: -0.20 eV
* frontier orbital gap: 4.961 eV
* total energy: -8040.63858 Eh